(1)
This record from the Open Molecules 2025 dataset describes a 8-piece molecular cluster, C54H74F2N7O2PS overall. The level of theory is ωB97M-V with the def2-TZVPD basis set.

Output
LUMO level = 0.0 eV
Electronic energy = -97279.2552 eV
HOMO-LUMO gap = 9.438 eV
Highest occupied orbital energy = -0.345 Ha
Strongest force on any atom = 6.17 eV/Å
Molar mass = 954.27 Da
SMILES string = CCCCCCCCCCCCCCCCP(CCCF)S(=O)(=O)F.c1ccncc1.c1ccncc1.c1ccncc1.c1ccncc1.c1ccncc1.c1ccncc1.c1ccncc1

```
! wB97M-V def2-TZVPD RIJCOSX def2/J DEFGRID3
* xyz 0 1
C -1.79 7.14 3.80
C -2.92 7.37 2.73
C -2.41 7.59 1.27
C -2.40 6.32 0.34
C -3.77 5.57 0.24
C -3.68 4.03 -0.05
C -2.59 3.25 0.77
C -2.41 3.68 2.27
C -0.88 3.95 2.58
C -0.48 3.57 4.06
C 0.53 2.36 4.02
C -0.15 0.96 4.17
C -0.71 0.35 2.84
C 0.23 0.51 1.59
C 1.74 0.19 1.86
C 2.63 1.05 0.85
P 3.92 2.11 1.71
C 5.31 2.30 0.44
C 4.77 2.84 -0.96
C 5.09 1.81 -2.09
F 6.46 1.54 -2.04
S 3.21 4.15 1.91
O 2.17 4.50 0.91
O 4.41 5.01 1.69
F 2.72 4.45 3.45
H -0.76 7.24 3.40
H -1.88 6.08 4.16
H -1.96 7.76 4.71
H -3.45 8.31 3.03
H -3.66 6.55 2.84
H -1.35 7.95 1.34
H -2.95 8.42 0.75
H -2.17 6.69 -0.69
H -1.55 5.69 0.64
H -4.44 5.71 1.12
H -4.32 6.02 -0.63
H -3.47 3.88 -1.13
H -4.67 3.56 0.15
H -2.92 2.18 0.79
H -1.64 3.24 0.19
H -2.68 2.80 2.91
H -3.07 4.51 2.60
H -0.71 5.04 2.48
H -0.21 3.47 1.84
H 0.08 4.44 4.48
H -1.39 3.38 4.66
H 1.22 2.47 4.90
H 1.17 2.47 3.12
H 0.56 0.24 4.63
H -1.03 1.09 4.85
H -1.72 0.73 2.58
H -0.85 -0.75 3.00
H 0.09 1.50 1.11
H -0.12 -0.23 0.84
H 2.10 0.44 2.88
H 1.98 -0.87 1.64
H 2.00 1.73 0.24
H 3.12 0.36 0.12
H 6.00 3.08 0.82
H 5.82 1.32 0.35
H 3.67 2.99 -0.92
H 5.21 3.82 -1.21
H 4.84 2.25 -3.08
H 4.48 0.88 -1.99
C -9.39 2.21 -2.05
C -9.32 3.00 -0.91
C -8.07 3.25 -0.37
N -6.93 2.77 -0.87
C -7.02 2.02 -1.97
C -8.22 1.71 -2.60
H -10.35 1.99 -2.51
H -10.21 3.41 -0.46
H -7.97 3.86 0.52
H -6.08 1.64 -2.36
H -8.23 1.10 -3.49
C -9.49 -3.38 -2.11
C -9.14 -2.36 -1.25
C -8.12 -1.51 -1.61
N -7.43 -1.62 -2.76
C -7.78 -2.61 -3.58
C -8.79 -3.52 -3.31
H -10.29 -4.07 -1.87
H -9.66 -2.23 -0.31
H -7.81 -0.69 -0.97
H -7.20 -2.68 -4.49
H -9.03 -4.30 -4.01
C -3.42 -4.38 6.01
C -4.04 -3.66 5.00
C -3.28 -2.77 4.26
N -1.98 -2.56 4.46
C -1.40 -3.25 5.45
C -2.07 -4.17 6.24
H -3.98 -5.08 6.61
H -5.09 -3.80 4.79
H -3.72 -2.20 3.45
H -0.34 -3.05 5.60
H -1.54 -4.70 7.03
C 6.35 -1.73 -3.22
C 7.17 -2.36 -4.14
C 6.68 -3.48 -4.80
N 5.45 -3.99 -4.59
C 4.68 -3.36 -3.70
C 5.08 -2.24 -2.99
H 6.70 -0.86 -2.68
H 8.17 -2.00 -4.35
H 7.28 -4.01 -5.54
H 3.70 -3.79 -3.55
H 4.42 -1.77 -2.27
C 7.60 -3.74 0.60
C 7.87 -4.74 1.52
C 8.09 -6.02 1.03
N 8.05 -6.35 -0.26
C 7.78 -5.36 -1.12
C 7.55 -4.05 -0.75
H 7.42 -2.72 0.94
H 7.92 -4.54 2.58
H 8.31 -6.84 1.71
H 7.74 -5.66 -2.17
H 7.34 -3.29 -1.49
C -5.34 -6.75 -1.86
C -5.43 -8.08 -1.47
C -6.64 -8.53 -0.95
N -7.71 -7.75 -0.79
C -7.60 -6.48 -1.17
C -6.45 -5.93 -1.71
H -4.42 -6.37 -2.28
H -4.59 -8.75 -1.57
H -6.76 -9.56 -0.63
H -8.49 -5.87 -1.04
H -6.41 -4.89 -2.01
C 12.58 -1.44 -6.29
C 12.37 -2.78 -5.97
C 11.21 -3.12 -5.29
N 10.28 -2.23 -4.92
C 10.50 -0.95 -5.24
C 11.62 -0.51 -5.92
H 13.47 -1.13 -6.82
H 13.10 -3.53 -6.24
H 11.01 -4.15 -5.02
H 9.72 -0.26 -4.93
H 11.75 0.54 -6.15
*
```

(2)
This record from the Open Molecules 2025 dataset describes one molecule with the formula C18H25N3O3. The level of theory is ωB97M-V with the def2-TZVPD basis set.

Output
LUMO level = 0.7 eV
Electronic energy = -29685.9666 eV
HOMO-LUMO gap = 9.759 eV
Highest occupied orbital energy = -0.331 Ha
Strongest force on any atom = 0.50 eV/Å
Molar mass = 331.42 Da
SMILES string = Cc1ccccc1C(=O)NC1CCN(C(=O)N2CCOCC2)CC1

```
! wB97M-V def2-TZVPD RIJCOSX def2/J DEFGRID3
* xyz 0 1
C -1.04 -2.41 2.00
C -1.89 -1.86 0.90
C -3.19 -1.46 1.20
C -4.05 -0.97 0.23
C -3.63 -0.91 -1.09
C -2.35 -1.31 -1.41
C -1.47 -1.76 -0.43
C -0.10 -2.11 -0.93
O 0.09 -2.62 -2.02
N 0.91 -1.74 -0.11
C 2.30 -1.81 -0.50
C 3.17 -1.46 0.71
C 3.37 0.06 0.81
N 2.29 0.81 0.19
C 1.15 1.00 0.95
O 0.97 0.40 2.01
N 0.23 1.87 0.46
C -1.05 1.99 1.14
C -2.13 2.24 0.08
O -1.84 3.39 -0.69
C -0.60 3.27 -1.34
C 0.53 3.06 -0.32
C 2.19 0.60 -1.25
C 2.61 -0.82 -1.64
H -0.46 -1.61 2.47
H -0.35 -3.17 1.63
H -1.66 -2.86 2.77
H -3.53 -1.53 2.23
H -5.05 -0.66 0.51
H -4.30 -0.56 -1.85
H -2.01 -1.28 -2.43
H 0.70 -1.25 0.74
H 2.50 -2.83 -0.85
H 4.15 -1.94 0.62
H 2.70 -1.84 1.62
H 3.43 0.37 1.85
H 4.28 0.37 0.30
H -1.25 1.07 1.68
H -1.02 2.83 1.85
H -3.09 2.42 0.56
H -2.20 1.36 -0.57
H -0.45 4.20 -1.89
H -0.63 2.43 -2.04
H 1.49 2.97 -0.81
H 0.55 3.93 0.35
H 1.16 0.77 -1.55
H 2.83 1.33 -1.77
H 3.68 -0.87 -1.85
H 2.07 -1.13 -2.53
*
```

(3)
This record from the Open Molecules 2025 dataset describes a 6-piece molecular cluster, C41H98BN5O13 overall. The level of theory is ωB97M-V with the def2-TZVPD basis set.

Output
LUMO level = 0.1 eV
Electronic energy = -78843.5940 eV
HOMO-LUMO gap = 8.425 eV
Highest occupied orbital energy = -0.305 Ha
Strongest force on any atom = 0.39 eV/Å
Molar mass = 880.07 Da
SMILES string = CCOCCCCCBCCCC(=O)O.COCCNCCOC.COCCNCCOC.COCCNCCOC.COCCNCCOC.COCCNCCOC

```
! wB97M-V def2-TZVPD RIJCOSX def2/J DEFGRID3
* xyz 0 1
C 3.90 -0.62 -4.77
C 4.47 0.12 -5.97
O 3.57 1.11 -6.45
C 3.97 2.46 -6.25
C 3.76 2.95 -4.81
C 2.39 2.64 -4.20
C 1.24 3.54 -4.66
C 0.71 3.21 -6.09
B -0.75 2.65 -6.06
C -1.08 1.11 -6.05
C -1.71 0.59 -4.75
C -0.97 1.04 -3.49
C -1.20 0.14 -2.29
O -1.68 -0.95 -2.34
O -0.78 0.64 -1.11
H 2.86 -0.89 -4.97
H 3.93 -0.01 -3.86
H 4.46 -1.54 -4.59
H 4.65 -0.58 -6.79
H 5.43 0.59 -5.71
H 5.04 2.57 -6.51
H 3.40 3.06 -6.95
H 3.94 4.03 -4.81
H 4.54 2.51 -4.17
H 2.15 1.59 -4.42
H 2.49 2.72 -3.11
H 0.44 3.49 -3.91
H 1.59 4.58 -4.63
H 0.74 4.14 -6.68
H 1.36 2.47 -6.57
H -1.68 3.42 -6.05
H -1.81 0.91 -6.86
H -0.18 0.53 -6.27
H -2.76 0.91 -4.68
H -1.73 -0.50 -4.76
H 0.11 1.04 -3.67
H -1.26 2.07 -3.22
H -0.39 1.52 -1.23
C -1.80 8.12 -1.93
O -1.98 8.90 -3.09
C -1.24 10.11 -3.12
C -0.20 10.09 -4.21
N 0.85 9.12 -3.91
C 1.82 8.91 -4.97
C 1.32 8.34 -6.29
O 0.86 7.00 -6.19
C -0.51 6.85 -5.86
H -2.49 7.28 -1.99
H -0.78 7.72 -1.85
H -2.01 8.69 -1.03
H -0.78 10.29 -2.14
H -1.95 10.93 -3.31
H 0.26 11.08 -4.28
H -0.71 9.89 -5.16
H 0.41 8.23 -3.68
H 2.59 8.24 -4.59
H 2.31 9.87 -5.18
H 2.16 8.31 -6.98
H 0.54 8.96 -6.75
H -1.12 7.66 -6.27
H -0.67 6.79 -4.78
H -0.84 5.90 -6.29
C 0.75 -0.29 3.80
O 0.67 0.63 4.88
C 1.93 0.97 5.43
C 2.23 2.43 5.19
N 2.41 2.69 3.77
C 2.52 4.10 3.40
C 1.33 5.00 3.68
O 0.18 4.70 2.90
C -0.69 3.72 3.44
H -0.27 -0.55 3.52
H 1.25 0.13 2.93
H 1.28 -1.21 4.10
H 2.72 0.35 5.00
H 1.90 0.78 6.51
H 3.15 2.71 5.72
H 1.41 3.01 5.63
H 1.63 2.28 3.27
H 2.74 4.15 2.33
H 3.39 4.52 3.92
H 1.61 6.02 3.40
H 1.06 5.02 4.74
H -0.70 3.76 4.54
H -0.42 2.71 3.14
H -1.69 3.94 3.08
C 6.21 -3.62 -0.30
O 5.42 -2.97 -1.27
C 4.62 -3.85 -2.06
C 3.15 -3.64 -1.79
N 2.79 -4.07 -0.45
C 1.42 -3.75 -0.06
C 1.05 -2.28 0.05
O 1.70 -1.61 1.12
C 2.96 -1.04 0.82
H 6.84 -2.86 0.16
H 5.60 -4.09 0.48
H 6.85 -4.39 -0.75
H 4.90 -4.89 -1.87
H 4.83 -3.62 -3.11
H 2.57 -4.22 -2.52
H 2.93 -2.57 -1.97
H 3.43 -3.66 0.21
H 1.23 -4.21 0.91
H 0.73 -4.23 -0.76
H -0.02 -2.23 0.29
H 1.19 -1.72 -0.88
H 3.01 -0.72 -0.22
H 3.78 -1.74 1.01
H 3.10 -0.17 1.47
C -5.61 -5.42 3.17
O -5.83 -5.49 1.77
C -6.32 -4.29 1.18
C -5.27 -3.68 0.28
N -4.14 -3.20 1.06
C -2.99 -2.79 0.27
C -2.28 -3.83 -0.59
O -1.62 -4.83 0.15
C -2.38 -5.99 0.44
H -5.32 -6.41 3.50
H -4.81 -4.72 3.42
H -6.52 -5.11 3.70
H -6.61 -3.58 1.96
H -7.21 -4.54 0.60
H -5.71 -2.84 -0.27
H -4.99 -4.45 -0.46
H -3.85 -3.94 1.69
H -2.25 -2.39 0.97
H -3.27 -1.96 -0.39
H -1.51 -3.29 -1.15
H -2.95 -4.28 -1.34
H -3.09 -6.21 -0.36
H -2.93 -5.91 1.38
H -1.68 -6.83 0.52
C -0.58 -4.16 8.15
O -0.64 -5.56 8.36
C -1.53 -5.96 9.40
C -2.68 -6.76 8.83
N -3.54 -5.92 8.01
C -4.59 -6.63 7.29
C -4.17 -7.65 6.24
O -3.53 -7.08 5.11
C -2.13 -6.90 5.23
H 0.21 -3.98 7.42
H -1.52 -3.76 7.76
H -0.34 -3.63 9.07
H -1.90 -5.09 9.94
H -0.97 -6.59 10.09
H -3.27 -7.17 9.65
H -2.25 -7.61 8.27
H -2.97 -5.41 7.35
H -5.22 -5.88 6.80
H -5.22 -7.14 8.02
H -5.08 -8.12 5.85
H -3.55 -8.45 6.65
H -1.68 -7.67 5.85
H -1.87 -5.92 5.64
H -1.71 -6.97 4.22
*
```

(4)
This record from the Open Molecules 2025 dataset describes a 2-piece molecular cluster, C4H13NO overall. The level of theory is ωB97M-V with the def2-TZVPD basis set.

Output
LUMO level = 0.9 eV
Electronic energy = -7895.9356 eV
HOMO-LUMO gap = 10.117 eV
Highest occupied orbital energy = -0.338 Ha
Strongest force on any atom = 1.66 eV/Å
Molar mass = 91.15 Da
SMILES string = CCN(C)C.O

```
! wB97M-V def2-TZVPD RIJCOSX def2/J DEFGRID3
* xyz 0 1
C 1.55 1.23 -0.41
C 0.50 0.79 0.65
N -0.44 -0.24 0.16
C -1.31 -0.68 1.26
C -1.27 0.31 -0.92
H 2.34 0.47 -0.38
H 1.19 1.11 -1.43
H 1.92 2.21 -0.14
H -0.08 1.67 0.96
H 1.07 0.27 1.42
H -1.73 0.19 1.79
H -0.71 -1.23 1.98
H -2.11 -1.27 0.82
H -1.61 1.33 -0.68
H -0.67 0.44 -1.82
H -2.11 -0.33 -1.19
O 1.29 -2.08 -1.05
H 1.62 -2.67 -0.38
H 0.57 -1.53 -0.63
*
```